1) 15
Properties=species:S:1:pos:R:3:mulliken_charge:R:1 method="wB97M-V/def2-TZVPD" e_homo_ev=-10.88 charge=0 lumo_energy_ev=0.1 orbital_gap_ev=11.024
O -9.43 17.06 6.17 -0.645
H -8.93 17.38 5.47 0.329
H -9.67 17.83 6.66 0.276
O -6.89 17.94 4.87 -0.623
H -6.89 16.98 4.62 0.335
H -6.85 18.00 5.79 0.300
O -11.00 14.81 6.03 -0.618
H -10.59 14.27 5.35 0.282
H -10.64 15.68 5.92 0.370
O -8.79 16.35 3.41 -0.611
H -8.28 15.60 3.62 0.304
H -9.43 16.05 2.73 0.283
O -7.61 15.35 7.43 -0.636
H -8.26 15.71 6.86 0.356
H -6.90 15.93 7.65 0.295

2) 15
Properties=species:S:1:pos:R:3:mulliken_charge:R:1 method="wB97M-V/def2-TZVPD" e_homo_ev=-9.68 charge=0 lumo_energy_ev=-0.3 orbital_gap_ev=9.406
O 1.08 -0.47 2.62 -0.655
H 0.98 0.07 3.40 0.321
H 1.67 0.03 2.06 0.323
O -2.00 -0.72 -0.59 -0.694
H -2.21 -0.05 0.07 0.258
H -1.05 -0.81 -0.55 0.500
O -0.72 1.91 -0.54 -0.632
H -0.72 2.00 0.41 0.329
H -1.56 2.29 -0.81 0.307
O 0.33 -0.28 -0.46 -0.771
H 0.19 0.67 -0.46 0.348
H 0.47 -0.50 0.46 0.340
O 1.17 -1.24 -2.24 -0.734
H 0.76 -0.87 -1.45 0.515
H 1.62 -2.02 -1.93 0.246

Tell me which of them is the most stable. Sure, it is 1).

1) 15
Properties=species:S:1:pos:R:3:mulliken_charge:R:1 method="wB97M-V/def2-TZVPD" e_homo_ev=-11.28 charge=0 lumo_energy_ev=0.6 orbital_gap_ev=11.884
O -2.34 1.13 -0.91 -0.684
O -1.00 1.11 1.63 -0.627
O 1.96 0.35 1.63 -0.648
O 1.56 -2.12 -0.38 -0.675
O -0.12 -0.27 -2.21 -0.633
H -3.17 1.07 -0.40 0.292
H -1.12 0.27 2.07 0.284
H 2.90 0.49 1.66 0.301
H 1.01 -2.61 0.27 0.317
H 0.26 0.19 -2.95 0.281
H -1.85 1.47 -0.16 0.388
H -0.06 1.18 1.63 0.340
H 1.97 -0.41 1.03 0.362
H 0.92 -1.91 -1.07 0.327
H -0.93 0.07 -1.83 0.375

2) 15
Properties=species:S:1:pos:R:3:mulliken_charge:R:1 method="wB97M-V/def2-TZVPD" e_homo_ev=-10.92 charge=0 lumo_energy_ev=0.5 orbital_gap_ev=11.393
O 5.65 3.22 7.09 -0.692
H 5.39 3.98 7.61 0.335
H 4.89 2.63 7.13 0.327
O 7.56 3.18 3.51 -0.692
H 7.23 2.92 2.66 0.340
H 7.59 2.37 4.02 0.333
O 5.05 6.69 7.25 -0.619
H 4.60 7.12 7.97 0.312
H 4.51 6.87 6.48 0.319
O 3.22 6.69 3.54 -0.622
H 3.74 5.91 3.70 0.353
H 2.53 6.65 4.21 0.290
O 5.23 4.63 4.40 -0.664
H 5.15 4.27 5.28 0.352
H 5.87 4.07 3.97 0.329

Tell me which of them is the most stable. Sure, it is 1).

1) 15
Properties=species:S:1:pos:R:3:mulliken_charge:R:1 method="wB97M-V/def2-TZVPD" e_homo_ev=-11.54 charge=0 lumo_energy_ev=1.0 orbital_gap_ev=12.513
O -8.98 -3.57 3.71 -0.640
O 3.42 8.27 7.32 -0.639
O 6.92 4.79 -6.50 -0.640
O -2.72 -8.72 2.98 -0.640
O 1.89 -0.23 -7.61 -0.641
H -8.22 -3.60 3.12 0.321
H 3.31 9.12 7.76 0.320
H 6.31 4.34 -5.90 0.321
H -2.96 -9.51 3.47 0.320
H 1.00 -0.57 -7.56 0.320
H -9.05 -4.43 4.13 0.320
H 2.71 8.26 6.67 0.319
H 6.37 4.91 -7.28 0.319
H -2.42 -8.11 3.65 0.320
H 2.43 -0.94 -7.96 0.321

2) 15
Properties=species:S:1:pos:R:3:mulliken_charge:R:1 method="wB97M-V/def2-TZVPD" e_homo_ev=-10.52 charge=0 lumo_energy_ev=0.1 orbital_gap_ev=10.616
O -1.23 1.38 2.09 -0.653
H -0.49 1.15 2.65 0.317
H -0.97 2.20 1.68 0.322
O -3.46 0.23 0.23 -0.628
H -2.75 0.41 0.85 0.317
H -4.25 0.18 0.78 0.307
O 2.39 -0.96 0.64 -0.635
H 2.68 -1.85 0.83 0.298
H 3.10 -0.40 0.97 0.300
O 0.21 -0.24 -0.88 -0.711
H 1.11 -0.38 -0.57 0.408
H -0.23 0.18 -0.14 0.304
O 1.35 -0.98 -3.22 -0.663
H 0.79 -0.78 -2.46 0.424
H 1.75 -0.15 -3.45 0.293

3) 15
Properties=species:S:1:pos:R:3:mulliken_charge:R:1 method="wB97M-V/def2-TZVPD" e_homo_ev=-7.80 charge=0 lumo_energy_ev=0.5 orbital_gap_ev=8.265
H -0.77 -1.15 -0.83 0.284
H -2.17 -0.56 -0.72 0.197
H -0.91 0.54 -2.75 0.337
H -0.26 -0.81 -2.99 0.322
H 0.04 -3.11 2.29 0.301
H 0.59 -2.97 0.88 0.313
H 0.00 3.19 -0.23 0.285
H 1.14 2.41 -0.87 0.306
H 1.73 1.15 1.95 0.301
H 0.55 0.72 2.81 0.311
O -1.35 -0.48 -1.22 -0.514
O -0.23 -0.05 -2.41 -0.625
O -0.09 -2.62 1.47 -0.614
O 0.48 2.35 -0.16 -0.579
O 1.25 1.38 2.76 -0.626

4) 15
Properties=species:S:1:pos:R:3:mulliken_charge:R:1 method="wB97M-V/def2-TZVPD" e_homo_ev=-10.42 charge=0 lumo_energy_ev=0.3 orbital_gap_ev=10.696
O -9.79 -3.69 9.27 -0.692
H -9.42 -2.91 9.68 0.304
H -9.34 -4.42 9.70 0.335
O -11.91 -4.44 9.89 -0.662
H -12.84 -4.22 9.94 0.199
H -11.49 -3.64 9.59 0.564
O -12.18 -2.17 8.46 -0.670
H -12.80 -1.45 8.42 0.315
H -12.70 -2.95 8.27 0.304
O -10.15 -5.37 11.17 -0.644
H -10.26 -5.63 12.09 0.279
H -11.03 -5.39 10.81 0.365
O -14.98 -4.76 10.57 -0.626
H -15.42 -4.74 11.42 0.321
H -14.60 -3.89 10.47 0.307

Tell me which of them is the most stable. Sure, it is 2).

1) 15
Properties=species:S:1:pos:R:3:mulliken_charge:R:1 method="wB97M-V/def2-TZVPD" e_homo_ev=-10.81 charge=0 lumo_energy_ev=0.3 orbital_gap_ev=11.096
O -0.46 -0.72 -2.80 -0.655
H 0.00 -1.56 -2.81 0.279
H -0.29 -0.35 -1.91 0.451
O 0.37 2.46 0.95 -0.692
H 0.43 3.31 0.49 0.325
H -0.50 2.11 0.70 0.358
O -2.45 0.89 0.08 -0.670
H -3.16 0.34 -0.26 0.301
H -1.70 0.28 0.24 0.381
O 2.02 -1.84 1.76 -0.664
H 2.95 -1.67 1.53 0.328
H 1.88 -2.76 1.53 0.329
O -0.02 -0.22 -0.05 -0.786
H 0.51 -0.90 0.40 0.308
H 0.45 0.62 0.13 0.406

2) 15
Properties=species:S:1:pos:R:3:mulliken_charge:R:1 method="wB97M-V/def2-TZVPD" e_homo_ev=-9.97 charge=0 lumo_energy_ev=0.6 orbital_gap_ev=10.578
O -2.35 -0.11 0.48 -1.023
H -1.59 -1.28 0.27 0.451
H -3.21 -0.30 0.32 0.248
O -0.82 -1.81 0.11 -0.537
H -0.18 -0.96 -0.08 0.415
H -0.39 -2.08 0.99 0.438
O 0.52 0.18 -0.47 -0.996
H -0.48 0.34 -1.60 0.485
O -1.54 0.55 -1.78 -0.523
H -2.01 0.18 -0.93 0.411
H -1.66 1.49 -1.59 0.410
H 1.48 0.33 -0.62 0.221
O 4.32 0.99 1.34 -0.653
H 4.25 0.71 2.27 0.321
H 3.65 1.77 1.29 0.333

Tell me which of them is the most stable. Sure, it is 1).

1) 15
Properties=species:S:1:pos:R:3:mulliken_charge:R:1 method="wB97M-V/def2-TZVPD" e_homo_ev=-9.40 charge=0 lumo_energy_ev=0.1 orbital_gap_ev=9.536
H -1.21 -0.72 0.19 0.260
H -0.48 0.37 0.96 0.316
H -0.59 2.58 3.58 0.318
H -1.56 2.43 4.74 0.323
H -2.76 -1.85 -0.86 0.297
H -2.37 -1.93 -2.33 0.330
H 3.14 -0.32 -2.92 0.268
H 2.52 -1.58 -2.34 0.263
H 1.26 0.12 0.17 0.368
H 1.34 0.46 -1.31 0.314
O -0.51 -0.06 0.10 -0.626
O -0.65 2.24 4.48 -0.640
O -3.12 -1.76 -1.75 -0.618
O 2.48 -0.62 -2.28 -0.554
O 1.89 0.26 -0.54 -0.620

2) 15
Properties=species:S:1:pos:R:3:mulliken_charge:R:1 method="wB97M-V/def2-TZVPD" e_homo_ev=-10.76 charge=0 lumo_energy_ev=0.3 orbital_gap_ev=11.100
O -1.28 -2.36 -0.73 -0.711
H -1.94 -1.90 -1.27 0.358
H -1.57 -2.23 0.18 0.328
O 0.28 0.03 -0.38 -0.703
H -0.15 -0.84 -0.49 0.306
H 0.85 -0.07 0.39 0.353
O 0.82 -1.80 1.73 -0.649
H 1.52 -1.55 2.35 0.310
H 0.01 -1.73 2.25 0.321
O -1.13 1.18 -2.41 -0.653
H -0.61 1.54 -3.14 0.313
H -0.48 0.78 -1.80 0.428
O 1.17 2.80 1.45 -0.629
H 1.04 2.44 0.56 0.316
H 1.46 3.70 1.31 0.313

3) 15
Properties=species:S:1:pos:R:3:mulliken_charge:R:1 method="wB97M-V/def2-TZVPD" e_homo_ev=-11.52 charge=0 lumo_energy_ev=0.2 orbital_gap_ev=11.695
H 0.06 1.77 0.52 0.328
H 0.49 0.73 -0.50 0.311
H 0.13 -2.84 -2.91 0.295
H 1.62 -2.49 -2.59 0.332
H 4.79 -1.06 -0.13 0.327
H 4.04 0.29 0.44 0.317
H -2.98 4.04 2.53 0.308
H -2.12 4.74 1.47 0.320
H -2.38 -1.71 0.82 0.311
H -2.70 -2.08 2.22 0.318
O 0.34 1.70 -0.46 -0.645
O 0.97 -3.13 -3.03 -0.627
O 3.92 -0.52 -0.03 -0.641
O -2.28 3.91 1.95 -0.624
O -3.07 -2.14 1.34 -0.629

4) 15
Properties=species:S:1:pos:R:3:mulliken_charge:R:1 method="wB97M-V/def2-TZVPD" e_homo_ev=-10.94 charge=0 lumo_energy_ev=0.2 orbital_gap_ev=11.162
O -0.47 0.57 3.08 -0.624
H -0.64 0.20 2.24 0.289
H 0.36 1.02 2.98 0.326
O -2.56 -0.61 0.25 -0.707
H -2.42 0.35 0.42 0.357
H -2.64 -0.98 1.12 0.340
O 0.35 -0.60 0.14 -0.681
H -0.57 -0.87 0.23 0.333
H 0.42 -0.60 -0.81 0.399
O 2.60 0.95 -0.57 -0.635
H 2.96 0.24 -1.04 0.287
H 1.92 0.61 -0.03 0.341
O 0.61 -0.13 -2.53 -0.664
H 0.10 -0.72 -3.05 0.305
H -0.01 0.59 -2.40 0.336

Tell me which of them is the most stable. Sure, it is 2).

1) 15
Properties=species:S:1:pos:R:3:mulliken_charge:R:1 method="wB97M-V/def2-TZVPD" e_homo_ev=-11.41 charge=0 lumo_energy_ev=0.8 orbital_gap_ev=12.248
O -2.30 -0.14 -0.58 -0.736
O -0.14 -0.81 -2.23 -0.718
O 2.04 -0.51 -0.61 -0.738
O 1.45 0.86 1.70 -0.759
O -1.27 0.87 1.78 -0.772
H -2.53 -1.06 -0.44 0.310
H -0.14 -1.60 -2.77 0.318
H 2.75 -0.02 -1.03 0.316
H 1.77 0.38 2.47 0.331
H -1.48 1.80 1.67 0.324
H -1.61 -0.18 -1.28 0.409
H 0.67 -0.81 -1.67 0.439
H 1.90 -0.07 0.26 0.406
H 0.47 0.85 1.79 0.440
H -1.60 0.43 0.96 0.430

2) 15
Properties=species:S:1:pos:R:3:mulliken_charge:R:1 method="wB97M-V/def2-TZVPD" e_homo_ev=-11.35 charge=0 lumo_energy_ev=0.3 orbital_gap_ev=11.638
O -3.59 1.12 0.17 -0.634
H -3.86 0.21 0.14 0.313
H -2.65 1.09 0.37 0.319
O -0.52 2.10 -3.75 -0.634
H -1.22 1.56 -3.38 0.321
H 0.26 1.55 -3.68 0.312
O 0.50 -0.67 -0.16 -0.632
H 0.31 -1.34 0.49 0.318
H 1.44 -0.72 -0.29 0.316
O 5.77 0.32 -0.88 -0.642
H 5.49 1.17 -0.52 0.322
H 5.62 0.40 -1.82 0.320
O -2.63 -2.05 4.13 -0.636
H -1.76 -2.09 4.51 0.318
H -3.15 -2.66 4.66 0.319

Tell me which of them is the most stable. Sure, it is 1).